The following is a quantum chemistry calculation of 2 unconnected molecules or ions with the total composition C3H9NO2S in a non-equilibrium geometry, from the Open Molecules 2025 dataset.

Geometry as XYZ:
```
16
Properties=species:S:1:pos:R:3:forces:R:3
C -0.2589 -0.3708 0.8435 -0.4 0.0 -0.2
C 0.9614 -0.0617 1.6817 0.2 -1.2 1.5
S 1.1427 -1.3326 3.0672 -0.1 0.2 -0.1
N -0.4142 0.5101 -0.3031 0.9 0.2 -0.1
C -1.3920 0.2515 -1.3632 -0.9 0.4 0.4
O -1.4739 1.2895 -2.2379 0.3 -0.4 -0.1
H -1.1422 -0.3640 1.5082 0.0 0.0 0.1
H -0.1595 -1.4179 0.5502 0.0 0.0 -0.4
H 1.9236 -0.1785 1.1898 -0.3 0.5 -0.6
H 0.8821 0.8836 2.2103 0.1 0.4 -0.3
H -0.5682 1.4652 -0.0021 0.0 0.0 0.0
H -1.1367 -0.7247 -1.8225 0.2 -0.1 0.0
H -2.4009 0.1075 -0.8803 0.0 -0.3 0.0
H -0.4996 1.0012 -3.3026 -0.2 0.4 -0.2
H 0.9473 0.5182 -3.6025 0.0 0.0 -0.1
O 0.1941 0.8585 -4.0968 0.1 -0.2 0.3
```
Positions in Å, forces in eV/Å.

* frontier orbital gap: 5.9 eV
* charge: -2
* HOMO: 0.16 eV

Atomic partial charges in e from the Mulliken method, atoms 1 to 2: number 1, C, carries -0.526; number 2, C, carries -0.613

---

The following is a quantum chemistry calculation of 2 unconnected molecules or ions with the total composition C3H6O2P in a non-equilibrium geometry, from the Open Molecules 2025 dataset.

Geometry as XYZ:
```
12
Properties=species:S:1:pos:R:3:forces:R:3
C 2.0548 0.4715 1.3225 0.2 -0.1 0.3
C 3.2231 0.2199 1.2036 -0.5 -0.2 0.0
C -1.0946 -1.0231 -0.7471 -0.8 0.2 -2.4
O -0.3539 1.5209 -0.5315 -0.1 0.4 -0.2
O -2.4252 0.6367 0.8238 0.3 0.8 -1.7
P -1.6166 0.7229 -0.4766 -1.1 -2.0 1.1
H -2.3615 0.8502 -1.7442 0.0 0.6 1.0
H 1.0131 0.6757 1.4826 0.1 0.2 -0.3
H 4.2134 -0.1226 1.0415 0.1 0.2 0.0
H -1.7577 -1.9171 -0.8161 0.1 1.0 0.2
H -0.4312 -0.9704 -1.6182 -0.1 -0.3 -0.1
H -0.4636 -1.0646 0.0597 1.7 -0.8 2.2
```
Positions in Å, forces in eV/Å.

* frontier orbital gap: 8.4 eV
* charge: -1
* HOMO: -4.54 eV

Atomic partial charges in e from the Mulliken method, atoms 1 to 2: number 1, C, carries -0.497; number 2, C, carries -0.285

---

The following is a quantum chemistry calculation of 2 unconnected molecules or ions with the total composition C6H5F3O in a non-equilibrium geometry, from the Open Molecules 2025 dataset.

Geometry as XYZ:
```
15
Properties=species:S:1:pos:R:3:forces:R:3
C -2.7042 -0.9714 0.3925 0.5 1.7 1.4
C -2.2300 0.0450 -0.3449 -1.5 -4.1 -0.6
C 0.4674 0.3524 0.5243 -2.7 1.7 -1.1
C 1.5469 0.4889 -0.2139 -2.4 1.9 -0.5
C -1.6527 1.2252 0.1417 4.8 1.4 1.2
C 2.7815 -0.2096 -0.2417 1.1 -2.7 -1.9
O -1.7264 2.3599 0.3722 -0.9 -0.6 -0.2
F -1.9937 -0.1821 -1.6447 -0.1 0.8 -0.4
F 0.3760 -0.5148 1.5041 0.1 -1.1 1.0
F 1.3998 1.4509 -1.2166 0.3 -0.6 0.5
H -3.0459 -1.9475 0.0717 0.2 0.3 -0.4
H -2.6406 -0.7708 1.4751 -0.5 -0.3 -0.5
H 3.4286 0.2354 -0.9950 -0.1 -0.3 -0.3
H 2.6270 -1.3245 -0.4326 0.1 1.4 -0.3
H 3.3666 -0.2373 0.6078 0.9 0.4 2.3
```
Positions in Å, forces in eV/Å.

* frontier orbital gap (alpha / beta): 8.4 / 8.4 eV
* charge: 0
* HOMO (alpha / beta): -8.82 / -8.82 eV

Atomic partial charges in e from the Mulliken method, atoms 1 to 2: number 1, C, carries -0.717; number 2, C, carries 0.586

---

The following is a quantum chemistry calculation of 2 unconnected molecules or ions with the total composition CClIOS in a non-equilibrium geometry, from the Open Molecules 2025 dataset.

Geometry as XYZ:
```
5
Properties=species:S:1:pos:R:3:forces:R:3
C 1.1088 1.9842 -1.8781 0.1 1.8 1.4
O 1.1612 2.8923 -1.1850 -0.1 -1.8 -1.4
S -0.1953 -1.5964 0.4115 0.6 1.1 -2.0
Cl -1.7073 -0.3189 0.3327 -0.7 0.9 -0.5
I -0.3674 -2.9611 2.3190 0.1 -2.1 2.5
```
Positions in Å, forces in eV/Å.

* frontier orbital gap (alpha / beta): 6.8 / 7.0 eV
* charge: 0
* 2S+1: 3
* HOMO (alpha / beta): -6.96 / -10.11 eV

Atomic partial charges in e from the Mulliken method, atoms 1 to 2: number 1, C, carries 0.152; number 2, O, carries -0.150

---

The following is a quantum chemistry calculation of 2 unconnected molecules or ions with the total composition C3H10N3S2 in a non-equilibrium geometry, from the Open Molecules 2025 dataset.

Geometry as XYZ:
```
18
Properties=species:S:1:pos:R:3:forces:R:3
C 1.0113 0.4013 0.3289 -0.8 3.0 0.0
C 0.4114 -1.4073 1.8830 -2.2 1.6 0.1
C 0.3462 0.1923 -1.9853 -1.2 -2.1 -2.2
N 1.6456 1.3409 1.1188 -1.5 -2.6 -0.3
N 0.2431 -0.5811 0.6988 -0.9 -1.5 -1.6
N 0.8936 0.8623 -0.9585 0.7 -0.2 1.2
S -4.1474 0.1901 -2.0704 0.0 -1.9 1.8
S -2.4145 0.7072 -1.2666 0.4 0.3 -0.1
H -0.3686 -2.1405 1.8907 -0.5 -0.3 0.1
H 1.3057 -1.8927 2.0195 2.4 -1.0 -0.4
H 0.2868 -0.7409 2.7071 -0.3 0.2 1.0
H 0.2502 -0.9231 -1.8741 0.2 1.4 -0.2
H 0.2798 0.6089 -3.0300 0.2 -0.2 1.7
H 1.8254 1.3346 2.0944 -0.2 -0.6 0.7
H 2.2471 1.8717 0.5935 1.9 1.6 -1.0
H -0.5873 -0.7465 0.0341 1.6 0.1 1.3
H 1.1669 1.8182 -1.0566 0.0 0.5 -0.5
H -4.3956 -0.8954 -1.1273 0.0 1.5 -1.6
```
Positions in Å, forces in eV/Å.

* frontier orbital gap (alpha / beta): 6.6 / 7.7 eV
* charge: +1
* HOMO (alpha / beta): -11.35 / -11.85 eV

Atomic partial charges in e from the Mulliken method, atoms 1 to 2: number 1, C, carries 0.631; number 2, C, carries -1.002

---

The following is a quantum chemistry calculation of a molecular structure, C37H39Cl3N6O6PSiW in a non-equilibrium geometry, from the Open Molecules 2025 dataset.

Geometry as XYZ:
```
94
Properties=species:S:1:pos:R:3:forces:R:3
W -0.7797 -0.5765 -0.5491 0.2 -0.7 1.3
O -0.3354 -0.4758 -4.6682 0.0 0.0 -0.1
C -0.4879 -0.2140 -3.5046 -0.1 0.0 0.1
O -0.7127 -1.0776 -2.5455 -0.1 0.1 -0.1
C -0.4339 1.1903 -2.9749 0.1 -0.2 -0.3
C -0.1045 2.2639 -3.7702 0.0 0.1 -0.2
C 0.0533 3.5041 -3.1767 0.0 0.0 -0.1
C -0.1435 3.6103 -1.8097 0.0 0.0 0.0
C -0.5022 2.4888 -1.0880 0.0 0.1 0.0
N -0.6477 1.2907 -1.6653 0.2 0.5 0.3
H 0.0484 2.0834 -4.8257 0.0 0.0 0.0
H 0.3457 4.3663 -3.7621 0.0 0.0 0.0
H 0.0072 4.5481 -1.2915 0.0 -0.1 0.0
H -0.6634 2.5268 -0.0226 0.1 0.0 0.0
N -1.0470 -1.9063 1.3823 0.0 0.0 -0.7
C -0.1950 -3.0451 1.6773 0.0 0.1 0.1
C -0.1325 -3.5814 2.9563 -0.1 0.0 0.1
C 0.6779 -4.6786 3.1940 0.0 0.0 0.0
C 1.4212 -5.2447 2.1605 0.0 0.0 0.0
C 1.3586 -4.7022 0.8890 0.0 0.0 0.1
C 0.5553 -3.5887 0.6558 0.1 0.1 0.0
P 0.2874 -2.8031 -0.9376 0.4 -0.6 -0.2
C -0.7149 -4.0564 -1.7784 -0.1 0.1 -0.1
C -2.0431 -4.1829 -1.3814 0.1 0.0 0.0
C -2.8460 -5.1754 -1.9157 0.0 0.0 0.0
C -2.3209 -6.0557 -2.8517 0.0 0.0 0.0
C -0.9930 -5.9467 -3.2384 0.0 0.0 0.0
C -0.1864 -4.9518 -2.7032 0.0 0.0 0.0
C 1.8853 -2.7230 -1.7679 0.0 0.1 0.0
C 1.9413 -2.5754 -3.1529 0.0 0.0 0.0
C 3.1637 -2.3719 -3.7750 0.0 0.0 0.0
C 4.3284 -2.3087 -3.0224 0.0 0.0 0.0
C 4.2728 -2.4472 -1.6425 0.0 0.0 0.0
C 3.0537 -2.6454 -1.0136 0.0 0.0 0.0
H -2.0268 -2.1871 1.4217 0.0 0.0 0.1
H -0.9139 -1.2036 2.1216 0.0 0.1 0.2
H -0.7187 -3.1448 3.7571 0.0 0.0 0.0
H 0.7256 -5.1034 4.1883 0.0 0.0 0.0
H 2.0458 -6.1077 2.3497 0.0 0.0 0.0
H 1.9285 -5.1361 0.0761 0.0 0.0 0.0
H -2.4569 -3.5060 -0.6420 0.0 0.0 0.0
H -3.8801 -5.2569 -1.6072 0.0 0.0 0.0
H -2.9477 -6.8286 -3.2781 0.0 0.0 0.0
H -0.5801 -6.6369 -3.9626 0.0 0.0 0.0
H 0.8495 -4.8837 -3.0053 0.0 0.0 0.0
H 1.0376 -2.6072 -3.7476 0.0 0.0 0.0
H 3.2007 -2.2565 -4.8507 0.0 0.0 0.0
H 5.2805 -2.1460 -3.5114 0.0 0.0 0.0
H 5.1793 -2.3940 -1.0528 0.0 0.0 0.0
H 3.0123 -2.7241 0.0654 0.0 0.0 0.0
N -0.6815 0.1481 3.4605 -0.1 0.0 0.0
C -1.8422 1.0132 3.3032 -0.2 -0.3 -0.1
C -1.7854 2.3653 4.0140 0.1 0.0 0.1
C -0.7861 3.3725 3.4067 0.0 0.0 0.2
C -1.4739 4.6910 3.0790 -0.1 0.1 -0.2
N -2.4322 4.4505 1.9987 0.2 0.7 0.2
C -2.3318 4.8342 0.7378 -0.3 0.0 0.0
N -2.9685 4.1301 -0.1963 0.0 0.3 -0.1
N -1.6203 5.9199 0.3909 0.1 0.1 0.0
C -2.1489 1.2514 1.8231 0.6 -0.2 0.1
O -3.0340 2.0471 1.5226 -0.4 -0.8 -0.2
O -1.3443 0.6949 0.9909 -0.5 0.3 -0.1
H -0.4239 0.0522 4.4341 0.0 0.0 0.0
H 0.1198 0.4636 2.9274 0.1 0.1 -0.1
H -2.7029 0.4679 3.7046 -0.1 0.1 0.0
H -1.5442 2.1834 5.0623 0.0 0.0 0.0
H -2.7962 2.7815 4.0104 0.0 0.0 0.0
H -0.3327 2.9750 2.4911 0.1 0.0 0.0
H 0.0340 3.5749 4.0961 0.0 -0.1 0.0
H -0.7547 5.4609 2.8041 0.0 0.0 -0.1
H -2.0183 5.0512 3.9528 0.0 0.1 0.0
H -2.9450 3.5751 2.1077 -0.1 0.0 0.0
H -3.2539 3.1771 0.0147 -0.1 -0.1 0.1
H -2.9583 4.4116 -1.1607 0.0 0.1 0.0
H -1.3283 6.5739 1.0952 -0.1 0.0 0.0
H -1.6619 6.2592 -0.5542 0.0 0.0 0.0
O 1.0740 -0.1970 0.8829 -0.2 0.1 -0.1
C 1.7737 0.4123 0.0053 0.3 0.0 -0.3
O 1.6589 0.1259 -1.1989 0.1 0.2 -0.1
C 2.6396 1.5702 0.4004 -0.1 -0.1 0.2
C 2.7098 1.9931 1.7238 0.1 0.0 0.0
C 3.4258 3.1350 2.0557 0.0 0.0 0.0
C 4.0790 3.8545 1.0631 0.0 0.0 0.0
C 4.0236 3.4260 -0.2584 0.0 0.0 0.0
C 3.3026 2.2884 -0.5894 0.0 0.0 -0.1
H 2.2172 1.4108 2.4905 0.0 0.0 0.0
H 3.4871 3.4565 3.0882 0.0 0.0 0.0
H 4.6420 4.7430 1.3204 0.0 0.0 0.0
H 4.5493 3.9767 -1.0278 0.0 0.0 0.0
H 3.2382 1.9395 -1.6126 0.0 0.0 0.0
Cl -4.1310 -1.8496 -2.4409 0.1 0.0 -0.1
Si -3.2428 -0.6694 -1.0148 -0.6 0.0 0.1
Cl -4.2918 -1.1851 0.7456 0.1 0.1 -0.1
Cl -3.9858 1.2281 -1.5521 0.0 0.0 0.0
```
Positions in Å, forces in eV/Å.

* frontier orbital gap (alpha / beta): 7.3 / 7.8 eV
* charge: +1
* 2S+1: 3
* HOMO (alpha / beta): -9.78 / -11.12 eV

Atomic partial charges in e from the Mulliken method, atoms 1 to 2: number 1, W, carries 2.040; number 2, O, carries -0.688

---

How do the records compare in E_tot? In the order shown, they have -19675.82943, -16592.49295, -16497.43990, -34540.17680, -29405.37903, -116791.83851 eV.
How do the records compare in ΔE to the lowest compared entry with this formula, charge and spin? In the order shown, they have 0.236, 1.778, 4.784, 0.305, 2.814, 0.198 eV.